# 1
Molecular formula: C24H44BIrNP2
Method: DFT, wB97M-V/def2-TZVPD

Element x y z (Å)
Ir 0.156 0.520 -1.654
C -0.860 -1.895 2.517
C 0.420 -2.226 1.986
C 0.720 -0.665 3.645
C -0.670 -0.926 3.538
C 1.391 -1.449 2.674
C -2.174 -2.451 2.142
H -2.082 -3.260 1.409
H -2.836 -1.675 1.722
H -2.690 -2.857 3.027
C -1.718 -0.302 4.360
H -2.683 -0.792 4.198
H -1.831 0.765 4.131
H -1.472 -0.380 5.427
C 1.354 0.272 4.586
H 0.952 0.145 5.600
H 1.180 1.317 4.299
H 2.438 0.113 4.626
C 2.854 -1.444 2.462
H 3.371 -1.876 3.333
H 3.238 -0.418 2.344
H 3.138 -2.025 1.578
C 0.739 -3.206 0.925
H 1.145 -4.145 1.343
H 1.508 -2.811 0.238
H -0.152 -3.475 0.344
C -1.168 1.813 -2.967
C -1.509 0.308 -2.799
C -1.290 -0.610 -4.002
C 0.151 -1.116 -4.108
C 1.069 -0.638 -3.009
C 1.576 0.730 -3.054
C 1.177 1.739 -4.084
C -0.314 2.124 -4.197
H -1.583 -0.109 -4.928
H 0.570 -0.826 -5.080
H -1.969 -1.463 -3.904
H -0.762 1.665 -5.083
H -2.160 2.265 -3.118
H -2.599 0.324 -2.620
H -0.347 3.210 -4.348
H 1.732 2.656 -3.835
H 2.607 0.835 -2.717
H 1.536 1.442 -5.079
H 0.132 -2.211 -4.092
H 1.766 -1.386 -2.638
P -1.737 -0.529 -0.888
C -3.196 0.321 -0.246
C -2.114 -2.245 -1.344
P 1.909 0.424 0.057
C -0.645 2.401 -1.679
C 3.554 -0.125 -0.608
C 2.493 2.118 0.413
H -2.858 0.985 0.561
H -3.899 -0.428 0.144
H -3.686 0.917 -1.026
H -1.699 -2.559 -2.305
H -3.198 -2.404 -1.344
H -1.661 -2.865 -0.566
H 2.604 2.591 -0.571
H 3.463 2.087 0.933
H 1.742 2.638 1.014
H -1.396 2.545 -0.889
H 0.059 3.225 -1.825
H 4.330 -0.051 0.176
H 3.814 0.565 -1.424
H 3.471 -1.160 -0.974
B -0.993 2.929 3.295
C -0.712 2.084 2.024
N -0.511 1.447 1.059
H -0.456 2.439 4.279
H -2.201 3.002 3.474
H -0.531 4.045 3.124

energy relative to the best compared isomer or geometry (same formula, charge and spin)	0.494	eV
multiplicity	6
orbital gap (alpha / beta)	6.70 / 5.30	eV
HOMO level (alpha / beta)	-13.953 / -14.112	eV
net charge	+2
electronic energy	-1806.65670	hartree

Löwdin population analysis, charges in e, atoms 1 to 8: 1.111 -0.123 -0.145 -0.121 -0.120 -0.171 -0.001 0.078

***

# 2
Molecular formula: C4H8O2
Method: DFT, wB97M-V/def2-TZVPD

Element x y z (Å)
C 0.551 -1.861 0.329
C 0.384 -0.342 0.050
C -0.156 0.608 -1.284
O -1.065 1.462 -0.628
C -0.776 1.421 0.745
O -0.476 0.105 1.064
H 1.212 -2.349 -0.386
H 0.987 -2.070 1.330
H -0.422 -2.364 0.344
H 1.322 0.191 -0.003
H 0.669 1.248 -1.696
H -0.661 0.174 -2.156
H 0.098 2.049 1.004
H -1.668 1.728 1.287

energy relative to the best compared isomer or geometry (same formula, charge and spin)	2.269	eV
SMILES	C[C@H]1COCO1
orbital gap	10.96	eV
HOMO level	-9.900	eV
electronic energy	-307.62904	hartree

Löwdin population analysis, charges in e, atoms 1 to 8: -0.030 -0.287 -0.095 -0.109 -0.247 -0.075 0.068 0.086

***

# 3
Molecular formula: C3H5ClO2P
Method: DFT, wB97M-V/def2-TZVPD

Element x y z (Å)
C 0.944 -0.873 1.035
C 0.290 -0.161 0.164
C 0.951 0.770 -0.768
P -1.502 -0.258 -0.162
O -2.079 -1.415 0.609
O -1.960 0.021 -1.511
Cl -2.158 1.502 1.110
H 0.369 -1.605 1.533
H 1.951 -0.941 1.058
H 0.095 0.945 -1.438
H 1.313 1.623 -0.300
H 1.787 0.390 -1.331

energy relative to the best compared isomer or geometry (same formula, charge and spin)	0.000	eV
SMILES	C=C(C)[P@](=O)([O-])Cl
orbital gap	9.24	eV
HOMO level	-5.399	eV
net charge	-1
electronic energy	-1069.47048	hartree

Löwdin population analysis, charges in e, atoms 1 to 8: 0.008 -0.462 -0.127 0.140 -0.438 -0.379 0.017 0.044

***

# 4
Molecular formula: C3H15NO3
Method: DFT, wB97M-V/def2-TZVPD

Element x y z (Å)
C -2.261 -2.446 -1.582
C -1.531 -1.883 -0.314
C -1.106 -0.285 -0.471
N -0.158 0.082 -1.506
H -1.726 -2.166 -2.506
H -3.313 -1.819 -1.779
H -2.302 -3.601 -1.537
H -2.185 -1.979 0.481
H -0.474 -2.403 -0.123
H -0.735 -0.165 0.573
H -2.044 0.241 -0.493
H -0.692 0.458 -2.444
H 0.280 -0.721 -1.908
O 2.507 2.940 0.773
H 2.977 2.121 0.960
H 1.766 3.025 1.444
O 2.906 -0.624 -0.013
H 2.557 -0.234 0.724
H 2.282 -1.231 -0.307
O 0.751 3.463 3.137
H 1.402 2.868 3.475
H 1.100 4.361 3.414

energy relative to the best compared isomer or geometry (same formula, charge and spin)	2.607	eV
SMILES	CCCN.O.O.O
orbital gap	9.74	eV
HOMO level	-9.289	eV
electronic energy	-403.69143	hartree

Löwdin population analysis, charges in e, atoms 1 to 8: -0.155 -0.247 -0.309 -0.030 0.034 0.125 0.082 0.048

***

# 5
Molecular formula: H2N3OP
Method: DFT, wB97M-V/def2-TZVPD

Element x y z (Å)
O 2.234 -0.403 -0.748
P 1.560 0.961 -0.116
N 0.169 0.293 0.532
N -1.225 0.466 0.550
N -0.589 -0.823 0.480
H -1.449 0.767 -0.365
H -0.700 -1.260 -0.333

energy relative to the best compared isomer or geometry (same formula, charge and spin)	0.382	eV
SMILES	O=Pn1[nH][nH]1
orbital gap	9.00	eV
HOMO level	-9.819	eV
electronic energy	-581.89954	hartree

List of Löwdin charges in e, atom by atom: -0.598 0.874 -0.461 0.033 0.025 0.074 0.054

***

# 6
Molecular formula: C23H20N6O2Pd
Method: DFT, wB97M-V/def2-TZVPD

Element x y z (Å)
Pd -0.170 0.496 -0.056
O 2.444 3.884 0.047
C 1.926 2.771 0.050
N 0.610 2.476 0.009
C -0.386 3.469 -0.011
C -0.121 4.847 -0.015
C -1.143 5.777 -0.020
C -2.458 5.354 -0.023
C -2.745 4.003 -0.026
C -1.725 3.039 -0.020
N -1.953 1.651 -0.022
C -3.189 1.114 0.009
O -4.263 1.704 0.066
C -3.262 -0.388 -0.028
C -4.522 -0.978 0.038
C -4.627 -2.354 0.020
C -3.459 -3.098 -0.082
C -2.253 -2.426 -0.159
N -2.149 -1.099 -0.125
C 2.876 1.605 0.095
C 4.235 1.871 -0.055
C 5.135 0.824 -0.045
C 4.639 -0.460 0.139
C 3.276 -0.624 0.307
N 2.403 0.382 0.282
H 0.898 5.178 -0.014
H -0.902 6.833 -0.024
H -3.269 6.071 -0.027
H -3.766 3.677 -0.031
H -5.378 -0.322 0.103
H -5.593 -2.839 0.082
H -3.478 -4.179 -0.104
H -1.334 -2.991 -0.266
H 4.534 2.902 -0.173
H 6.194 0.999 -0.179
H 5.292 -1.322 0.151
H 2.881 -1.619 0.475
C 1.194 -4.543 2.017
C 1.040 -3.588 0.884
C 1.225 -3.700 -0.477
C 0.906 -2.435 -1.019
N 0.551 -1.612 -0.045
N 0.636 -2.316 1.095
C 0.905 -1.920 -2.420
H 1.568 -5.502 1.669
H 0.235 -4.706 2.513
H 1.890 -4.146 2.758
H 1.549 -4.577 -1.012
H 0.411 -1.875 1.970
H 1.244 -2.668 -3.132
H 1.554 -1.045 -2.487
H -0.105 -1.598 -2.681

energy relative to the best compared isomer or geometry (same formula, charge and spin)	1.946	eV
orbital gap	6.17	eV
HOMO level	-7.068	eV
electronic energy	-1495.36467	hartree

Löwdin population analysis, charges in e, atoms 1 to 8: 0.964 0.029 -0.463 0.025 -0.206 -0.022 -0.100 -0.100

***

# 7
Molecular formula: CH8O5
Method: DFT, wB97M-V/def2-TZVPD

Element x y z (Å)
O -1.128 0.221 -1.985
C -0.114 0.829 -1.727
O 1.128 0.395 -1.674
H -0.201 1.967 -1.494
H 1.522 0.861 -0.954
O 1.545 1.525 0.647
H 0.953 0.872 1.081
H 1.509 2.310 1.190
O -0.138 -0.449 1.883
H -0.238 -0.386 2.830
H -0.601 -1.231 1.527
O -1.280 -2.295 -0.061
H -1.935 -2.948 -0.481
H -1.021 -1.673 -0.783

energy relative to the best compared isomer or geometry (same formula, charge and spin)	0.377	eV
SMILES	O=CO.O.O.O
orbital gap	11.05	eV
HOMO level	-10.540	eV
electronic energy	-419.11035	hartree

Löwdin population analysis, charges in e, atoms 1 to 8: 0.049 -0.412 0.092 0.161 0.029 -0.053 0.027 0.061

***

# 8
Molecular formula: C10H29BO3P
Method: DFT, wB97M-V/def2-TZVPD

Element x y z (Å)
C 5.482 -2.177 -2.191
C 4.994 -1.292 -0.978
C 4.755 0.187 -1.470
P 2.956 0.585 -1.755
B 2.073 -0.854 -2.699
C 1.290 -1.931 -1.820
O 2.112 -0.913 -4.101
H 5.425 -1.581 -3.122
H 6.490 -2.585 -2.021
H 4.775 -3.025 -2.278
H 5.706 -1.286 -0.135
H 4.026 -1.668 -0.595
H 5.301 0.459 -2.392
H 5.094 0.859 -0.652
H 2.736 1.790 -2.474
H 2.325 0.713 -0.488
H 0.758 -1.436 -0.981
H 0.505 -2.376 -2.466
H 1.941 -2.738 -1.433
H 2.911 -0.448 -4.375
C -1.401 -0.105 1.161
C -0.319 -0.851 1.926
C -0.640 -0.919 3.410
O 0.945 -0.198 1.738
H -1.488 0.922 1.514
H -1.155 -0.056 0.095
H -2.370 -0.591 1.271
H -0.217 -1.863 1.527
H -0.701 0.086 3.838
H 0.148 -1.448 3.949
H -1.587 -1.429 3.585
H 0.868 0.695 2.089
C -5.712 1.383 0.021
C -5.119 1.729 1.378
C -5.618 3.077 1.872
O -3.692 1.747 1.288
H -5.422 2.125 -0.729
H -5.340 0.417 -0.325
H -6.802 1.341 0.065
H -5.382 0.954 2.101
H -5.325 3.875 1.183
H -5.178 3.317 2.842
H -6.705 3.086 1.971
H -3.446 2.427 0.653

orbital gap	8.11	eV
HOMO level	-12.168	eV
net charge	+1
electronic energy	-990.10095	hartree

Löwdin population analysis, charges in e, atoms 1 to 8: -0.076 -0.251 -0.340 1.122 -0.557 -0.028 0.116 0.069

***

# 9
Molecular formula: C6H12BBrClFI2OPPd
Method: DFT, wB97M-V/def2-TZVPD

Element x y z (Å)
C -0.940 -0.078 2.413
C 0.010 1.126 2.408
Cl 1.670 0.537 2.838
C 0.017 1.918 1.101
B 0.163 1.175 -0.297
F 0.238 2.039 -1.348
C 0.985 -0.275 -0.437
I 2.909 0.633 -0.487
C 0.827 -1.341 -1.512
C 0.854 -0.827 -2.952
I 2.274 -2.891 -1.191
P -1.933 0.457 -0.853
O -2.224 -1.080 -0.784
Br -2.627 1.077 -2.739
H -1.747 -0.002 1.672
H -1.413 -0.202 3.388
H -0.340 -0.993 2.187
H -0.241 1.783 3.240
H -0.925 2.487 1.126
H 0.808 2.676 1.087
H 0.927 -0.743 0.549
H -0.079 -1.903 -1.298
H -0.160 -0.680 -3.337
H 1.387 0.124 -3.019
H 1.334 -1.527 -3.635
H -2.746 -1.546 -1.460
Pd 0.970 -1.944 3.338

orbital gap	2.93	eV
HOMO level	-10.299	eV
net charge	+1
electronic energy	-4534.31053	hartree

Löwdin population analysis, charges in e, atoms 1 to 8: -0.139 -0.666 0.639 -0.185 -0.974 0.063 -0.705 1.127

***

# 10
Molecular formula: C53H58BBrFN8O
Method: DFT, wB97M-V/def2-TZVPD

Element x y z (Å)
C -3.278 -4.156 1.322
C -2.840 -4.202 -0.257
C -1.899 -5.379 -0.950
C -1.529 -5.262 -2.564
C -2.057 -4.009 -3.519
C -1.662 -3.988 -5.111
C -3.057 -3.910 -5.999
C -0.538 -2.868 -5.528
C -2.967 -2.824 -2.842
O -3.483 -1.621 -3.543
C -2.533 -0.489 -3.285
B -3.091 0.593 -2.178
Br -5.089 0.373 -1.823
C -2.286 0.514 -0.708
C -0.731 1.024 -0.724
C 0.099 0.906 0.715
C -0.743 0.279 2.011
C -2.310 -0.114 1.738
N -3.080 -0.014 0.451
C -2.930 2.171 -2.716
C -3.179 3.264 -1.485
F -1.667 2.408 -3.462
C -3.340 -2.984 -1.242
H -2.313 -4.394 1.980
H -4.203 -4.815 1.604
H -3.583 -3.032 1.578
H -1.502 -6.286 -0.314
H -0.861 -6.105 -3.024
H -1.176 -5.052 -5.345
H -3.969 -3.490 -5.392
H -2.870 -3.301 -6.985
H -3.325 -5.027 -6.311
H -0.019 -2.341 -4.621
H 0.271 -3.420 -6.207
H -1.081 -2.105 -6.259
H -2.480 0.092 -4.327
H -1.482 -0.949 -3.046
H -0.142 1.462 -1.636
H 1.221 1.201 0.865
H -0.239 0.125 3.062
H -2.902 -0.557 2.676
H -3.811 2.377 -3.488
H -3.623 4.274 -1.908
H -2.184 3.506 -0.906
H -3.962 2.873 -0.689
H -4.020 -2.157 -0.769
N 2.426 -0.820 -3.237
C 3.601 -1.078 -2.621
C 4.556 -0.112 -2.347
C 4.295 1.199 -2.731
C 3.095 1.496 -3.369
C 2.200 0.462 -3.596
H 3.759 -2.116 -2.344
H 5.481 -0.376 -1.847
H 5.020 1.983 -2.534
H 2.862 2.508 -3.681
H 1.249 0.644 -4.088
N 6.673 -0.508 0.523
C 5.420 -0.760 0.961
C 4.811 -0.066 1.994
C 5.530 0.947 2.620
C 6.823 1.229 2.192
C 7.345 0.482 1.148
H 4.901 -1.562 0.443
H 3.801 -0.310 2.304
H 5.086 1.512 3.435
H 7.409 2.012 2.660
H 8.349 0.667 0.776
N 0.870 -0.342 5.315
C 0.398 0.679 6.063
C 1.203 1.517 6.819
C 2.575 1.293 6.813
C 3.091 0.248 6.054
C 2.207 -0.534 5.328
H -0.680 0.811 6.038
H 0.769 2.324 7.399
H 3.238 1.928 7.394
H 4.156 0.047 6.028
H 2.561 -1.359 4.717
N 6.242 -2.877 4.289
C 7.085 -1.931 3.818
C 8.252 -1.551 4.461
C 8.575 -2.174 5.662
C 7.726 -3.150 6.173
C 6.583 -3.465 5.456
H 6.788 -1.473 2.880
H 8.894 -0.788 4.036
H 9.481 -1.901 6.196
H 7.949 -3.653 7.107
H 5.890 -4.222 5.811
N 1.652 5.167 -3.186
C 2.615 5.976 -3.678
C 2.497 6.683 -4.863
C 1.321 6.551 -5.594
C 0.311 5.723 -5.115
C 0.520 5.060 -3.917
H 3.515 6.043 -3.073
H 3.302 7.321 -5.209
H 1.192 7.089 -6.529
H -0.617 5.599 -5.661
H -0.239 4.405 -3.499
N -5.745 -6.019 3.698
C -6.128 -7.252 3.302
C -7.451 -7.644 3.175
C -8.444 -6.717 3.474
C -8.081 -5.439 3.886
C -6.731 -5.140 3.980
H -5.317 -7.940 3.084
H -7.702 -8.648 2.850
H -9.492 -6.988 3.387
H -8.830 -4.694 4.127
H -6.397 -4.155 4.293
N -3.234 7.252 0.661
C -4.548 7.506 0.476
C -5.085 7.957 -0.720
C -4.224 8.165 -1.791
C -2.865 7.915 -1.631
C -2.422 7.462 -0.398
H -5.179 7.331 1.342
H -6.149 8.141 -0.812
H -4.608 8.519 -2.743
H -2.167 8.068 -2.447
H -1.371 7.249 -0.225

orbital gap	6.81	eV
HOMO level	-4.952	eV
net charge	-1
electronic energy	-5265.85015	hartree

Löwdin population analysis, charges in e, atoms 1 to 8: -0.127 -0.182 -0.055 -0.036 -0.071 -0.361 -0.108 -0.106

***

# 11
Molecular formula: C10H6Cl2N2
Method: DFT, wB97M-V/def2-TZVPD

Element x y z (Å)
Cl 2.676 -2.518 2.754
C 1.418 -2.273 1.561
C 0.532 -3.276 1.146
C -0.442 -2.982 0.197
N -0.563 -1.720 -0.244
C 0.264 -0.718 0.110
C -0.012 0.664 -0.397
C -1.242 0.958 -1.085
C -1.555 2.271 -1.404
Cl -3.069 2.827 -2.043
C -0.601 3.238 -1.094
C 0.542 2.908 -0.419
N 0.812 1.676 -0.038
C 1.262 -0.986 1.051
H 0.662 -4.259 1.564
H -1.114 -3.788 -0.184
H -1.983 0.215 -1.301
H -0.750 4.268 -1.366
H 1.283 3.667 -0.212
H 1.881 -0.172 1.404

energy relative to the best compared isomer or geometry (same formula, charge and spin)	0.000	eV
SMILES	Clc1ccnc(-c2cc(Cl)ccn2)c1
orbital gap	9.14	eV
HOMO level	-9.301	eV
electronic energy	-1414.56859	hartree

Löwdin population analysis, charges in e, atoms 1 to 8: 0.663 -0.629 -0.086 -0.117 0.095 -0.208 -0.171 -0.013

***

# 12
Molecular formula: C22H23N3O5
Method: DFT, wB97M-V/def2-TZVPD

Element x y z (Å)
C -0.054 -0.131 5.008
C -0.326 0.069 3.522
C 0.287 1.375 2.967
C 1.813 1.365 2.821
C 2.296 0.428 1.746
C 3.121 -0.648 2.058
C 3.538 -1.529 1.075
C 3.135 -1.346 -0.236
C 2.325 -0.271 -0.561
C 1.911 0.609 0.422
N 0.044 -1.089 2.740
C -0.928 -1.474 1.895
O -0.869 -2.313 1.024
N -2.068 -0.729 2.212
C -3.338 -0.867 1.531
C -3.326 -0.117 0.182
O -4.079 0.800 -0.048
N -2.380 -0.607 -0.653
C -1.939 -0.078 -1.871
C -2.607 0.934 -2.554
C -2.081 1.426 -3.731
C -0.895 0.924 -4.251
C -0.242 -0.116 -3.582
C -0.766 -0.607 -2.397
O 0.921 -0.672 -4.058
C 1.170 -0.359 -5.411
C 0.947 1.133 -5.653
O -0.398 1.472 -5.410
C -1.829 0.157 3.230
O -2.634 0.875 3.757
H -0.450 -1.092 5.331
H -0.547 0.655 5.572
H 1.013 -0.107 5.214
H -0.158 1.573 1.989
H -0.015 2.183 3.635
H 2.122 2.383 2.566
H 2.280 1.109 3.774
H 3.444 -0.794 3.081
H 4.177 -2.360 1.336
H 3.452 -2.036 -1.003
H 2.016 -0.121 -1.584
H 1.283 1.448 0.155
H 1.002 -1.378 2.612
H -4.106 -0.426 2.169
H -3.540 -1.929 1.365
H -1.837 -1.403 -0.323
H -3.521 1.338 -2.154
H -2.577 2.217 -4.270
H -0.245 -1.405 -1.891
H 2.204 -0.644 -5.610
H 0.496 -0.935 -6.059
H 1.153 1.401 -6.691
H 1.606 1.709 -4.988

energy relative to the best compared isomer or geometry (same formula, charge and spin)	0.000	eV
SMILES	C[C@@]1(CCc2ccccc2)NC(=O)N(CC(=O)Nc2ccc3c(c2)OCCO3)C1=O
orbital gap	8.52	eV
HOMO level	-7.901	eV
electronic energy	-1392.69844	hartree

Löwdin population analysis, charges in e, atoms 1 to 8: 0.011 -0.391 -0.096 -0.128 -0.256 -0.074 -0.078 -0.077